(1)
A 4-piece molecular cluster, C33H74F6N2P2 overall. Source: the Open Molecules 2025 dataset; level of theory: wB97M-V/def2-TZVPD.

Summary:
energy	-2692.93896	Ha
net charge	+2
strongest force on any atom	1.939	eV/A

Element x y z (Å)
C: 19.56618 -3.71485 -3.67498
C: 19.10368 -2.66929 -2.64985
C: 17.88345 -1.88046 -3.13968
C: 16.96927 -1.46310 -1.98081
P: 15.75838 -0.19820 -2.41806
C: 16.67824 1.33416 -2.53714
C: 15.75939 2.59304 -2.47960
C: 16.49316 3.78947 -1.84787
C: 17.74738 4.19732 -2.60020
C: 14.59670 -0.16254 -1.04896
C: 15.20702 0.42128 0.22691
C: 14.15744 0.54279 1.32781
C: 14.80442 0.72159 2.70010
C: 15.10131 -0.65996 -4.03364
C: 14.12567 -1.84767 -3.95317
C: 12.67911 -1.41840 -3.66685
C: 11.71366 -2.57868 -3.46668
H: 20.23664 -3.29332 -4.42598
H: 18.75184 -4.26521 -4.15886
H: 20.13937 -4.51365 -3.19680
H: 19.99027 -2.04771 -2.53917
H: 18.81524 -3.21327 -1.75037
H: 17.30694 -2.52025 -3.81619
H: 18.21395 -1.02944 -3.74319
H: 17.58869 -1.06565 -1.17031
H: 16.47664 -2.34148 -1.55595
H: 17.12904 1.43538 -3.52458
H: 17.47817 1.40859 -1.79960
H: 14.84987 2.42297 -1.89917
H: 15.50859 2.88236 -3.50168
H: 16.66238 3.56479 -0.79252
H: 15.79302 4.62710 -1.93037
H: 18.55528 3.46664 -2.51773
H: 18.11966 5.17381 -2.29758
H: 17.54420 4.26284 -3.67550
H: 14.13543 -1.13876 -0.88140
H: 13.74050 0.45784 -1.33840
H: 15.55880 1.43062 0.00606
H: 16.03434 -0.17434 0.61685
H: 13.49195 -0.31988 1.43168
H: 13.50074 1.38897 1.10870
H: 15.58297 1.49265 2.66857
H: 15.26638 -0.18420 3.09015
H: 14.09580 1.09582 3.43925
H: 15.95320 -0.83432 -4.69058
H: 14.52735 0.16948 -4.45604
H: 14.44647 -2.66960 -3.30787
H: 14.05213 -2.26380 -4.96384
H: 12.36179 -0.77714 -4.49519
H: 12.67198 -0.73515 -2.81116
H: 11.95245 -3.40064 -4.14103
H: 10.73038 -2.22541 -3.77676
H: 11.69547 -2.88326 -2.42448
C: 15.99684 -4.46297 -6.43063
C: 15.87436 -3.57547 -7.68321
C: 17.12700 -2.72606 -7.95528
C: 18.36025 -3.55515 -8.17088
N: 19.61584 -2.74188 -8.38022
C: 19.63919 -2.07885 -9.76191
C: 19.95276 -3.23824 -10.68485
C: 21.04519 -3.97902 -9.92830
C: 20.86897 -3.58258 -8.44859
C: 19.77176 -1.64621 -7.37565
H: 16.15438 -3.88303 -5.52009
H: 16.81676 -5.18194 -6.52188
H: 15.11394 -5.09624 -6.34304
H: 15.05919 -2.88609 -7.45931
H: 15.62689 -4.21855 -8.52750
H: 17.20565 -2.00823 -7.14242
H: 16.89700 -2.13474 -8.84621
H: 18.30386 -4.22234 -9.02838
H: 18.57438 -4.18361 -7.30379
H: 20.53559 -1.45827 -9.75354
H: 18.72693 -1.51162 -9.90041
H: 20.22257 -2.91609 -11.68972
H: 19.05646 -3.83603 -10.86972
H: 22.03281 -3.61745 -10.22509
H: 21.11210 -5.04491 -10.13259
H: 21.66516 -2.92546 -8.11718
H: 20.77601 -4.43572 -7.78030
H: 19.74170 -2.14220 -6.39842
H: 18.92952 -0.96382 -7.37658
H: 20.73152 -1.15332 -7.47220
C: 17.09261 5.45151 -8.93094
C: 16.27257 5.74748 -7.68522
C: 14.78037 5.78307 -8.01020
N: 13.84745 5.73494 -6.84984
C: 13.88088 4.36225 -6.25921
C: 12.42447 6.03079 -7.25117
C: 11.78365 6.82222 -6.10199
C: 12.90542 7.13130 -5.09343
C: 14.20276 6.73545 -5.80824
H: 18.08286 5.90055 -8.88419
H: 16.66062 5.99530 -9.78427
H: 17.13237 4.40119 -9.20178
H: 16.61644 6.69371 -7.25376
H: 16.49879 5.04480 -6.87810
H: 14.59321 4.90716 -8.64243
H: 14.59725 6.59684 -8.71465
H: 13.49817 3.66648 -7.00215
H: 13.26447 4.30997 -5.36470
H: 14.90610 4.07566 -6.04978
H: 11.85780 5.14458 -7.51844
H: 12.47959 6.64552 -8.14848
H: 11.05760 6.19706 -5.58314
H: 11.25650 7.68339 -6.49983
H: 12.78738 6.55583 -4.18037
H: 12.94610 8.19453 -4.87250
H: 14.89954 6.28140 -5.10243
H: 14.75252 7.59882 -6.17531
P: 17.45087 1.73847 -6.66304
F: 16.88236 0.30998 -7.20433
F: 16.74528 2.40957 -7.97372
F: 16.07276 2.08156 -5.85962
F: 18.02778 3.13656 -6.13009
F: 18.03065 0.91999 -5.39951
F: 18.79999 1.56260 -7.52032

(2)
C33H75InN3O5 as an isolated structure. Source: the Open Molecules 2025 dataset; level of theory: wB97M-V/def2-TZVPD.

Summary:
energy	-2032.73865	Ha
net charge	-1
strongest force on any atom	2.023	eV/A

Element x y z (Å)
C: 5.16945 1.70175 2.03547
C: 4.81067 0.37401 1.26952
C: 5.10019 0.49075 -0.28631
C: 3.79397 0.63994 -1.15106
C: 3.46185 2.18412 -1.28492
C: 1.93155 2.47327 -1.05684
C: 1.47441 2.13482 0.41527
C: 0.26303 3.05098 0.88087
C: -1.11033 2.29552 0.87830
C: -1.18771 1.41934 2.18177
C: -2.25413 0.28044 1.94743
In: -1.41887 -1.44443 0.77371
C: 0.25039 -2.56193 1.83310
C: 0.40493 -4.06616 1.39853
C: 0.41753 -4.32459 -0.14738
C: 1.84768 -4.35036 -0.79208
C: 2.62268 -2.98886 -0.72516
C: 4.18746 -3.29174 -0.62625
O: 4.78955 -2.51189 0.41618
C: 4.47410 -3.05098 1.69487
C: -0.65504 -0.90967 -1.27832
C: -1.73314 -0.50020 -2.31616
C: -1.26074 0.45902 -3.46967
N: -2.95345 -0.89299 -2.35608
H: 6.03453 2.18660 1.51931
H: 5.48496 1.49189 3.08440
H: 4.28352 2.37924 2.08125
H: 5.43845 -0.44991 1.68035
H: 3.74573 0.06131 1.41178
H: 5.80966 1.33622 -0.44087
H: 5.62694 -0.44075 -0.61733
H: 4.03648 0.23662 -2.16490
H: 2.91959 0.11001 -0.71833
H: 3.70769 2.49452 -2.33231
H: 4.10964 2.79810 -0.61073
H: 1.81267 3.58281 -1.16427
H: 1.29660 1.96958 -1.82354
H: 2.31512 2.36200 1.11781
H: 1.21556 1.05968 0.54591
H: 0.28366 3.98993 0.28302
H: 0.46889 3.32660 1.94677
H: -1.92248 3.06628 0.95726
H: -1.28994 1.70150 -0.05059
H: -1.52649 2.01673 3.05201
H: -0.19742 0.95073 2.39099
H: -2.64630 -0.11918 2.92269
H: -3.15599 0.65021 1.39615
H: -2.77085 -2.64742 0.55472
H: -0.04230 -2.57829 2.92085
H: 1.19683 -1.96809 1.78922
H: -0.35093 -4.70083 1.91603
H: 1.40944 -4.41241 1.78220
H: -0.00368 -5.35625 -0.30117
H: -0.22972 -3.64612 -0.74123
H: 2.44939 -5.21823 -0.41859
H: 1.68723 -4.57007 -1.88316
H: 2.47318 -2.35138 -1.63008
H: 2.38028 -2.35842 0.15564
H: 4.39137 -4.36355 -0.39552
H: 4.63687 -3.06594 -1.61754
H: 3.53984 -2.55569 2.07998
H: 5.28287 -2.75618 2.40080
H: 4.26445 -4.14468 1.68832
H: -0.00696 -1.68509 -1.76533
H: 0.01856 -0.01335 -1.15621
H: -0.44539 1.13832 -3.14278
H: -2.10561 0.96342 -3.98159
H: -0.79656 -0.22670 -4.23113
H: -3.07961 -1.53096 -1.55895
C: -1.94772 4.38500 8.64166
O: -0.82139 5.15200 8.25315
C: 0.39072 4.75306 8.88888
C: 1.33009 4.07452 7.89929
N: 0.83011 2.76137 7.50298
C: 1.52959 2.17476 6.35859
C: 1.47603 2.91990 5.02068
O: 0.19124 2.94250 4.41674
C: -0.67246 3.95771 4.89719
H: -2.83861 4.88352 8.26038
H: -1.91038 3.37883 8.21434
H: -2.02638 4.32018 9.73080
H: 0.20414 4.11848 9.76050
H: 0.87078 5.67028 9.24252
H: 2.31412 3.95621 8.36398
H: 1.43478 4.74191 7.03644
H: -0.14958 2.84073 7.26442
H: 1.09705 1.18268 6.20312
H: 2.57855 2.01902 6.63455
H: 2.11160 2.36820 4.32122
H: 1.89449 3.93066 5.08006
H: -0.13310 4.86514 5.18072
H: -1.26582 3.58745 5.73647
H: -1.37055 4.20776 4.09543
C: -3.67006 -2.70924 -4.62028
O: -4.42982 -3.54717 -5.48866
C: -5.77909 -3.12887 -5.64764
C: -6.01352 -2.57264 -7.04702
N: -5.34423 -1.28751 -7.22932
C: -5.29355 -0.83351 -8.61754
C: -4.53978 -1.70008 -9.63280
O: -3.13340 -1.74115 -9.43562
C: -2.69626 -2.68090 -8.46458
H: -2.72616 -3.21196 -4.41077
H: -3.44712 -1.74868 -5.09264
H: -4.18730 -2.54160 -3.67662
H: -6.07818 -2.41206 -4.87742
H: -6.39796 -4.02351 -5.52727
H: -7.08889 -2.44014 -7.20572
H: -5.64958 -3.32068 -7.76104
H: -4.39491 -1.35930 -6.88669
H: -4.82066 0.15282 -8.60703
H: -6.31970 -0.68489 -8.97301
H: -4.67811 -1.23766 -10.61499
H: -4.94934 -2.71244 -9.71239
H: -3.32704 -3.57227 -8.43392
H: -2.64652 -2.21529 -7.47882
H: -1.68181 -2.98603 -8.72844

(3)
C33H76GaN6O10S as an isolated structure. Source: the Open Molecules 2025 dataset; level of theory: wB97M-V/def2-TZVPD.

Summary:
energy	-4706.85031	Ha
net charge	-1
strongest force on any atom	1.601	eV/A

Element x y z (Å)
C: -5.58565 -3.46348 -1.61876
O: -4.96082 -2.95686 -2.78818
C: -3.58756 -2.67641 -2.52024
C: -3.08864 -1.39350 -3.18000
C: -2.21243 -0.66438 -2.16171
C: -1.21960 0.33712 -2.71951
C: -0.46203 0.98726 -1.52866
C: -0.58224 2.51769 -1.41976
C: -0.90691 2.96958 0.01908
C: -0.01859 4.10839 0.54067
C: 0.34081 3.91568 2.01564
C: -0.70037 4.35288 3.06832
Ga: -2.21500 3.05206 3.60517
C: -3.58953 4.20160 4.63076
C: -1.61119 1.56015 4.86792
C: -0.84044 0.44364 4.15079
C: 0.63243 0.72918 4.12402
S: 1.43959 -0.63186 3.27380
O: 1.53244 -1.76048 4.14075
O: 0.74071 -0.87626 2.04368
O: 2.90895 -0.12136 2.86327
H: -4.93956 -4.16059 -1.08849
H: -6.49636 -3.98456 -1.89879
H: -5.84198 -2.62606 -0.97264
H: -2.95085 -3.52330 -2.79448
H: -3.48520 -2.51486 -1.45028
H: -2.52266 -1.62538 -4.07914
H: -3.94688 -0.78930 -3.45865
H: -1.62562 -1.42513 -1.64783
H: -2.83201 -0.15698 -1.42677
H: -0.47295 -0.14977 -3.34219
H: -1.69181 1.11509 -3.31276
H: -0.89713 0.58419 -0.62133
H: 0.58051 0.68118 -1.54226
H: -1.34201 2.91392 -2.08820
H: 0.35498 2.97233 -1.73740
H: -0.79257 2.13414 0.69691
H: -1.95030 3.25331 0.07995
H: 0.91824 4.03737 -0.01531
H: -0.42979 5.09398 0.33359
H: 0.65554 2.87508 2.11556
H: 1.24061 4.51982 2.18864
H: -0.17120 4.67312 3.96609
H: -1.20296 5.23070 2.66119
H: -2.89988 2.38054 2.30613
H: -4.25728 3.58409 5.22657
H: -3.02151 4.84272 5.30590
H: -4.13066 4.86937 3.96347
H: -2.50651 1.10067 5.28756
H: -1.04488 1.91939 5.72711
H: -0.98608 -0.50536 4.67333
H: -1.22940 0.28329 3.15127
H: 0.88283 1.61297 3.54113
H: 1.07110 0.83589 5.11013
H: 2.77832 0.31036 1.99537
C: 2.22300 3.33848 -4.29633
O: 1.58830 3.67896 -5.28033
N: 2.80307 2.14015 -4.12475
C: 3.54752 1.81284 -2.92295
C: 2.67761 1.13905 -5.17048
H: 2.37894 4.01504 -3.43696
H: 4.57889 1.56439 -3.18430
H: 3.09411 0.95567 -2.42465
H: 3.54448 2.66335 -2.24124
H: 3.09962 1.51555 -6.10119
H: 1.62218 0.91365 -5.33391
H: 3.20267 0.23768 -4.87434
C: 6.75249 1.45087 -5.54230
O: 5.74192 0.78849 -5.39906
N: 6.78007 2.77390 -5.78804
C: 8.02362 3.49845 -5.94655
C: 5.51991 3.49565 -5.89831
H: 7.76112 1.00419 -5.48201
H: 8.10045 4.28227 -5.19005
H: 8.06681 3.95796 -6.93641
H: 8.86795 2.82092 -5.83693
H: 4.95268 3.40157 -4.97408
H: 4.91897 3.08044 -6.70722
H: 5.71725 4.54574 -6.09728
C: 3.17955 -1.67048 -2.11989
O: 2.22816 -0.99186 -2.46138
N: 3.14303 -2.62837 -1.17822
C: 4.31490 -3.40093 -0.82501
C: 1.88433 -2.89567 -0.49259
H: 4.17992 -1.55040 -2.57450
H: 4.13356 -4.46258 -1.00741
H: 4.55165 -3.26018 0.23176
H: 5.16741 -3.08248 -1.42224
H: 1.12574 -3.19110 -1.21862
H: 1.54164 -1.99752 0.01946
H: 2.02409 -3.69164 0.23382
C: -2.79368 -7.07831 -3.61011
O: -2.38300 -8.08976 -3.07245
N: -2.20171 -6.47575 -4.65900
C: -2.73988 -5.27110 -5.26182
C: -0.98558 -7.05797 -5.19660
H: -3.70834 -6.55981 -3.27418
H: -2.97608 -5.45472 -6.31227
H: -2.00424 -4.46693 -5.19454
H: -3.64682 -4.96165 -4.74526
H: -1.17607 -8.07796 -5.53311
H: -0.21544 -7.09365 -4.42535
H: -0.63403 -6.45883 -6.03269
C: 1.25867 2.97883 7.72378
O: 0.12590 2.78130 7.34304
N: 1.84787 2.31948 8.74810
C: 3.20727 2.59170 9.16115
C: 1.07831 1.30516 9.44704
H: 1.91999 3.72738 7.25097
H: 3.81825 1.69061 9.06703
H: 3.22632 2.92352 10.20236
H: 3.63655 3.37256 8.53687
H: 0.76878 0.52477 8.75095
H: 0.18024 1.74897 9.87832
H: 1.68408 0.86800 10.23746
C: -5.45468 -1.72540 1.76427
O: -6.18124 -1.07041 1.04450
N: -5.86899 -2.50607 2.78222
C: -4.93910 -3.25965 3.59823
C: -7.29050 -2.58171 3.06358
H: -4.35820 -1.73105 1.63653
H: -5.15989 -4.32803 3.53055
H: -5.01630 -2.94694 4.64164
H: -3.92028 -3.08821 3.25783
H: -7.82549 -2.95923 2.19062
H: -7.67820 -1.58921 3.29586
H: -7.46011 -3.24491 3.90855

- What is the strongest force on any atom in the first record?
  1.939 eV/A

- Which of these has the highest strongest force on any atom?
  C33H75InN3O5

- energy of number 3 (C33H76GaN6O10S)?
  -4706.85031 Ha

- What is the net charge in the third record?
  -1